# C18H39NO2

An isolated molecule of C18H39NO2 (ωB97M-V with the def2-TZVPD basis set, OMol25).

Last column: Mulliken charge in e.
Atoms and positions in Å:
C 5.85242 0.34965 -2.65541  -1.190
C 4.58336 0.50555 -3.48513  -0.581
C 3.30411 0.27602 -2.68018  -0.359
C 3.05455 1.34647 -1.61924  -0.923
C 1.70579 1.15327 -0.93055  -0.152
C 1.43294 2.21758 0.13027  -1.148
C 0.10708 1.98032 0.85173  0.048
C -0.18037 3.06082 1.89144  -1.013
C -1.58672 3.00212 2.49339  -0.855
C -1.85552 1.79036 3.39480  -0.838
C -2.45149 0.59218 2.65663  0.719
C -2.71867 -0.57407 3.60525  -0.939
C -3.26922 -1.82137 2.91057  -1.021
C -2.27720 -2.46020 1.92686  -0.580
C -2.55558 -2.08223 0.46965  -0.752
C -1.36567 -2.35899 -0.45196  0.236
O -1.13238 -3.74681 -0.62084  -0.589
C -1.59558 -1.73707 -1.84151  -0.123
N -1.84457 -0.31511 -1.66907  -0.563
C -0.40685 -2.03074 -2.78139  -0.561
O -0.38335 -3.34917 -3.25057  -0.611
H 6.73122 0.44358 -3.28945  0.377
H 5.91080 1.11175 -1.88266  0.305
H 5.87706 -0.62826 -2.17924  0.299
H 4.60905 -0.21469 -4.30622  0.335
H 4.55758 1.50572 -3.92404  0.321
H 2.45652 0.26155 -3.37053  0.288
H 3.35323 -0.70482 -2.20107  0.291
H 3.08012 2.33285 -2.08868  0.317
H 3.84454 1.31463 -0.86729  0.379
H 1.67961 0.16367 -0.46575  0.188
H 0.91576 1.18830 -1.68604  0.356
H 1.41869 3.20164 -0.34418  0.405
H 2.24580 2.21629 0.86051  0.320
H 0.14526 1.00352 1.33629  0.200
H -0.70603 1.96528 0.12162  0.367
H 0.55814 2.99701 2.69431  0.346
H -0.05837 4.03721 1.41447  0.409
H -1.72420 3.91083 3.08443  0.351
H -2.32395 3.02369 1.68799  0.401
H -2.55376 2.08415 4.18272  0.460
H -0.92586 1.49079 3.88415  0.354
H -3.38902 0.89204 2.18285  0.266
H -1.77051 0.27285 1.87133  -0.679
H -3.43343 -0.25420 4.36794  0.380
H -1.79091 -0.83710 4.12062  0.352
H -3.52650 -2.54772 3.68471  0.369
H -4.19033 -1.56713 2.38359  0.414
H -2.32395 -3.54785 2.03174  0.533
H -1.26377 -2.15145 2.19696  0.346
H -2.78522 -1.02205 0.38636  0.379
H -3.41742 -2.64202 0.10132  0.273
H -0.46259 -1.89301 -0.01709  0.057
H -1.13037 -4.15895 0.24921  0.371
H -2.49404 -2.18872 -2.27666  0.480
H -2.06319 0.10750 -2.56447  0.327
H -1.00666 0.13416 -1.31186  -0.078
H 0.53373 -1.78261 -2.26054  0.188
H -0.48136 -1.39374 -3.66978  0.390
H -0.51277 -3.92327 -2.48232  0.357

Properties
Relative energy (zero: lowest compared OMol25 entry of this formula, charge and spin) in kcal per mole: 5.9
SMILES string: CCCCCCCCCCCCCCC[C@@H](O)[C@@H](N)CO
Kohn-Sham gap in Eh: 0.3642
Lowest unoccupied orbital energy in eV: 0.77

# C44H117B2Mn2O23

A structure of composition C44H117B2Mn2O23 at a distorted geometry (ωB97M-V with the def2-TZVPD basis set, OMol25).

Last column: Mulliken charge in e.
Atoms and positions in Å:
Mn -2.71766 0.21803 1.83257  0.772
Mn -3.37563 -2.36443 0.00515  -0.462
C -5.85202 -2.37456 3.28059  -1.355
C -5.65329 -1.43302 2.09418  -0.432
O -4.26761 -1.27061 1.84042  -0.330
H -5.42685 -1.97981 4.20335  0.241
H -5.44848 -3.37529 3.12633  0.280
H -6.90837 -2.44124 3.54094  0.353
H -6.01928 -0.42498 2.28915  0.044
H -6.26988 -1.75864 1.25639  0.352
O -1.72234 -1.10718 0.47075  -0.689
C -0.40032 -0.65224 0.25661  0.259
C 0.00632 0.71378 1.03913  1.266
O -1.04478 1.53650 1.60425  -0.958
H -0.22688 -0.48986 -0.80717  -0.330
H 0.35202 -1.42163 0.43019  0.421
H 0.67101 1.28299 0.38929  -0.672
H 0.74934 0.40968 1.77639  -0.537
B -4.61485 -1.85425 -1.76124  2.454
H -4.99030 -0.92288 -2.15600  -0.402
H -5.00287 -1.79262 -0.75631  -0.564
H -5.12442 -2.65242 -2.27845  -0.384
H -3.54086 -1.95791 -1.76776  -0.605
B -3.50991 -4.44079 0.23741  2.231
H -3.66541 -5.49636 0.39816  -0.274
H -3.35421 -3.92191 1.17056  -0.717
H -2.65716 -4.28222 -0.40439  -0.699
H -4.37679 -4.01383 -0.24265  -0.248
C -5.23578 3.32341 -6.72990  -0.853
O -5.04740 4.01792 -5.43995  -0.356
C -4.04776 3.33757 -4.73431  -0.611
C -3.49223 4.23447 -3.59311  0.200
O -4.52133 4.86146 -2.86263  -0.381
C -3.99614 5.61999 -1.76783  -0.462
H -5.77957 4.04716 -7.33700  0.317
H -5.80613 2.39483 -6.70680  0.316
H -4.39447 3.17990 -7.40792  0.332
H -3.21839 2.92716 -5.31035  0.334
H -4.65700 2.51980 -4.34936  0.306
H -2.85374 4.95931 -4.09813  0.436
H -2.72316 3.64493 -3.09404  -0.071
H -4.87697 5.76520 -1.14241  0.312
H -3.54113 6.56801 -2.05475  0.290
H -3.43254 5.01774 -1.05527  -0.013
C 3.99832 1.40805 3.13026  0.219
O 3.55830 1.16072 4.48252  -0.504
C 3.09371 2.29946 5.25598  -0.677
C 1.86684 2.77469 4.50826  1.157
O 1.45385 4.00120 5.07718  -0.565
C 0.38386 4.56186 4.25642  -0.619
H 3.11859 1.38339 2.48717  -0.203
H 4.64073 0.58438 2.81883  0.227
H 4.55836 2.33943 3.04659  0.007
H 3.94513 2.97974 5.23602  0.312
H 2.91210 2.03767 6.29838  0.308
H 1.08487 2.01596 4.47705  -0.380
H 1.96853 2.97432 3.44153  -0.069
H -0.47439 3.99740 3.89188  0.108
H 0.87521 4.97980 3.37778  0.250
H -0.02811 5.50065 4.62663  0.464
C 3.35713 2.38766 -0.48349  -0.571
O 4.23387 2.92557 0.52512  0.204
C 4.68857 4.19685 0.09660  -0.631
C 5.55221 4.94477 1.19761  -0.602
O 6.82470 4.29633 1.33389  -0.471
C 6.87667 2.89211 1.65141  -0.514
H 3.84985 2.08315 -1.40686  0.433
H 2.73329 3.20018 -0.85595  -0.087
H 2.67473 1.60256 -0.15783  0.106
H 3.94751 4.90130 -0.28113  0.388
H 5.33250 3.99823 -0.76014  0.418
H 5.01627 4.89524 2.14546  0.278
H 5.85545 5.95958 0.94014  0.339
H 7.86840 2.46141 1.51332  0.410
H 6.36005 2.22710 0.95935  0.157
H 6.59828 2.69423 2.68652  0.221
C -4.22097 1.53547 4.42071  -1.000
O -3.86564 1.45532 3.02124  0.536
C -4.61519 2.43916 2.25137  -1.073
C -4.78052 1.91045 0.84859  -0.669
O -3.65974 1.23143 0.22942  0.085
C -3.61711 1.62994 -1.20605  -0.527
H -3.79682 0.64337 4.88152  0.114
H -5.26705 1.55931 4.72609  0.356
H -3.74201 2.43991 4.79578  0.260
H -4.09373 3.39619 2.23470  0.279
H -5.58494 2.60472 2.72071  0.575
H -5.14387 2.79848 0.33140  0.613
H -5.73863 1.39217 0.80993  0.324
H -3.12917 2.60463 -1.20655  -0.220
H -4.55384 1.67094 -1.76189  0.525
H -2.90747 0.99950 -1.74183  -0.228
C 2.37989 8.61076 -3.23050  -0.753
O 2.02542 7.79661 -2.04110  -0.352
C 0.90479 6.88402 -2.15886  -0.590
C 0.80997 6.06017 -0.85529  -0.371
O -0.02480 4.93718 -0.98861  0.388
C -0.54546 4.42467 0.23370  -0.456
H 3.02877 8.02664 -3.88307  0.289
H 3.02096 9.44465 -2.94455  0.256
H 1.49520 8.94590 -3.77189  0.305
H 1.01485 6.25236 -3.04033  0.321
H -0.01395 7.45535 -2.29145  0.319
H 0.38744 6.75271 -0.12730  0.283
H 1.77402 5.77821 -0.43195  0.086
H -1.11114 3.51106 0.05085  -0.414
H -1.18150 5.16353 0.72119  0.405
H 0.22479 4.25461 0.98596  0.357
C -0.46186 -8.21192 -0.56885  -0.744
O 0.32772 -7.29523 0.16798  -0.382
C -0.55318 -6.43714 0.92671  -0.578
C 0.23130 -5.21330 1.45664  0.259
O 1.10002 -5.51304 2.55235  -0.611
C 2.04682 -4.44919 2.65740  -0.390
H -1.12334 -8.74939 0.11061  0.367
H 0.26580 -8.96926 -0.86050  0.281
H -1.02607 -7.82524 -1.41752  0.203
H -1.04746 -7.10028 1.63665  0.432
H -1.26240 -6.01881 0.21249  0.122
H -0.50182 -4.45565 1.73341  0.195
H 0.78326 -4.76510 0.63046  -0.027
H 2.71454 -4.61983 3.50187  0.526
H 1.55960 -3.48341 2.79157  -0.038
H 2.76049 -4.60367 1.84813  0.287
C 0.05226 -4.05006 -2.83847  -0.113
O -0.27406 -5.14731 -3.60128  -0.389
C 0.68830 -6.21206 -3.51785  -0.199
C 0.16080 -7.58568 -4.10988  -0.534
O -0.34979 -7.57439 -5.39725  -0.415
C 0.41324 -6.95051 -6.40318  -0.647
H -0.54231 -3.19259 -3.15364  0.033
H 1.08201 -3.73924 -3.01480  0.233
H -0.12456 -4.22654 -1.77748  -0.009
H 0.84665 -6.40051 -2.45601  0.350
H 1.59091 -5.90603 -4.04676  0.301
H -0.68020 -7.86389 -3.47472  0.257
H 0.97032 -8.30493 -3.98560  0.323
H -0.00156 -5.94658 -6.49352  0.190
H 0.35130 -7.44785 -7.37112  0.271
H 1.46547 -7.02304 -6.12816  0.296
C 3.49664 -3.23063 -1.28154  -0.640
O 3.72014 -3.03761 0.10577  -0.231
C 4.63846 -2.10471 0.62972  0.208
C 6.01938 -2.72504 0.62036  -0.471
O 6.42237 -3.48267 1.74877  -0.352
C 6.80290 -2.74802 2.87500  -0.688
H 2.95940 -2.37083 -1.68181  0.241
H 2.82433 -4.04616 -1.54800  0.071
H 4.45052 -3.40695 -1.77866  0.332
H 4.36110 -1.87937 1.65948  -0.041
H 4.61933 -1.25044 -0.04701  0.152
H 6.69815 -1.90102 0.40043  0.376
H 6.13919 -3.46893 -0.16728  0.221
H 7.15954 -3.49450 3.58469  0.295
H 6.07808 -2.06686 3.32081  0.200
H 7.73723 -2.21437 2.70078  0.343
C 0.79261 2.50531 -3.09731  -0.696
O 0.18513 1.57885 -3.99108  -0.457
C -0.20282 0.36233 -3.61196  1.568
C -0.74092 -0.40802 -4.80744  -0.839
O 0.38701 -1.04725 -5.43496  -0.404
C 1.45236 -0.23763 -5.89701  -0.634
H 1.83028 2.20176 -2.95878  0.342
H 0.30507 2.62111 -2.12932  0.199
H 0.87399 3.49491 -3.54695  0.248
H -1.03873 0.54035 -2.93545  -0.740
H 0.59055 -0.06811 -3.00091  0.080
H -1.21951 0.21743 -5.56101  0.313
H -1.49746 -1.16654 -4.60643  0.345
H 1.05474 0.73870 -6.17412  0.242
H 1.92160 -0.65112 -6.78973  0.282
H 2.19818 -0.06717 -5.12061  0.196
C -2.20730 -2.24691 4.27446  -0.812
O -1.81364 -1.02017 3.62909  0.244
C -1.04401 -0.17587 4.48845  -0.615
C 0.40136 -0.69884 4.91227  -0.660
O 0.34554 -2.03871 5.39529  -0.359
C 1.63369 -2.62614 5.71104  -0.583
H -3.00000 -2.74544 3.71662  0.063
H -2.66874 -2.21689 5.26151  0.338
H -1.44117 -3.01843 4.35129  0.229
H -1.72861 -0.11052 5.33411  0.684
H -0.94580 0.82662 4.07196  -0.188
H 0.89106 -0.14828 5.71551  0.483
H 1.04699 -0.58507 4.04146  0.337
H 2.14413 -3.00947 4.82752  0.046
H 1.43490 -3.48569 6.35116  0.299
H 2.28843 -2.03117 6.34776  0.330

Properties
Total charge: -1
Kohn-Sham gap (alpha / beta) in Eh: 0.2423 / 0.2709
Lowest unoccupied orbital energy (alpha / beta) in eV: 1.86 / 1.85
Multiplicity: 11

# C12H26BNO3

An isolated molecule of C12H26BNO3 at a distorted geometry (ωB97M-V with the def2-TZVPD basis set, OMol25).

Last column: Mulliken charge in e.
Atoms and positions in Å:
C -2.39199 -1.22841 -2.33843  -0.944
N -1.40660 -2.25605 -1.89065  0.094
C -0.78953 -3.04528 -2.97487  -0.918
C -0.42733 -1.62823 -0.99819  -1.505
C 0.37897 -2.53554 -0.04726  2.417
C -0.55180 -3.38531 0.86581  -1.988
C 1.39366 -3.52772 -0.74474  -2.019
C 1.10061 -1.48730 0.79355  -1.112
O 0.20371 -0.76814 1.58995  -0.602
B 0.38394 0.63140 1.56345  0.883
O 1.38796 1.26715 0.82456  -0.298
C 1.69938 2.61656 1.13644  -0.962
C 0.38734 3.51187 1.19579  1.873
C -0.42449 3.53208 -0.08869  -1.464
C 0.81666 4.97894 1.61406  -1.866
C -0.47735 2.88671 2.30274  -0.887
O -0.52511 1.45665 2.25851  -0.512
H -3.27301 -1.77134 -2.73570  0.321
H -2.04318 -0.58079 -3.13258  0.353
H -2.70826 -0.56358 -1.53101  0.317
H -0.18400 -2.43885 -3.63379  0.344
H -0.25440 -3.87144 -2.57644  0.217
H -1.55384 -3.50875 -3.62460  0.343
H 0.27410 -1.02861 -1.60260  0.378
H -0.95789 -0.89343 -0.38199  0.588
H -0.01834 -3.76671 1.72018  0.449
H -1.40666 -2.79575 1.19668  0.344
H -0.89483 -4.23903 0.30943  0.467
H 1.90393 -3.10287 -1.60526  0.374
H 2.11018 -3.87162 -0.00374  0.488
H 0.88391 -4.46227 -1.06027  0.422
H 1.86426 -1.95168 1.41226  0.453
H 1.67559 -0.79974 0.16884  0.386
H 2.13874 2.58797 2.14290  0.360
H 2.44675 2.99972 0.43420  0.304
H -1.43201 3.95635 0.06027  0.369
H 0.04922 4.12055 -0.90233  0.387
H -0.56958 2.50291 -0.43465  0.229
H -0.04545 5.59375 1.86381  0.405
H 1.47736 4.95484 2.46813  0.422
H 1.35855 5.52573 0.84013  0.411
H -0.05422 3.17803 3.25274  0.415
H -1.54496 3.20722 2.29338  0.263

Properties
Relative energy (zero: lowest compared OMol25 entry of this formula, charge and spin) in kcal per mole: 2.1
SMILES string: CN(C)CC(C)(C)COB1OCC(C)(C)CO1
Kohn-Sham gap in Eh: 0.3260
Lowest unoccupied orbital energy in eV: 0.65

Number 1: E_tot -914.48895 Eh. Number 2: E_tot -5828.17299 Eh. Number 3: E_tot -778.25904 Eh.